1.
C2H2N2O2 in the gas phase at a distorted geometry. Source: the OMol25 dataset; level of theory: wB97M-V/def2-TZVPD.

## Properties
Gap between HOMO and LUMO ... 0.3874 Ha
Largest force on an atom ... 3.343 eV/Å
E_HOMO ... -11.1083 eV
Structure (SMILES) ... N#CCON=O
LUMO energy ... -0.57 eV
Molecular weight ... 86.1 g mol⁻¹
ΔE to the lowest compared entry with this formula, charge and spin ... 95.7 kcal/mol

Each line ends with the Mulliken charge.
Geometry (Å):
C1 1.03 0.89 -1.05  0.236
C2 -0.03 0.56 -0.01  -0.120
N1 1.89 1.17 -1.76  -0.337
N2 1.02 2.01 1.30  0.258
O1 1.12 2.41 2.37  -0.284
O2 0.25 0.75 1.33  -0.239
H1 -1.02 1.05 -0.22  0.254
H2 -0.11 -0.54 -0.15  0.232

2.
A molecular structure, C36H43N5OOsS. Source: the OMol25 dataset; level of theory: wB97M-V/def2-TZVPD.

## Properties
Gap between HOMO and LUMO (alpha / beta) ... 0.2039 / 0.1892 Ha
Largest force on an atom ... 0.319 eV/Å
E_HOMO (alpha / beta) ... -12.9664 / -12.9660 eV
LUMO energy (alpha / beta) ... -7.42 / -7.82 eV
Molecular weight ... 784.1 g mol⁻¹
Charge ... +2
ΔE to the lowest compared entry with this formula, charge and spin ... 12.9 kcal/mol

Each line ends with the Mulliken charge.
Geometry (Å):
Os1 0.17 0.76 0.27  0.423
C1 2.66 2.07 -0.96  -1.051
N1 1.34 2.47 -0.39  0.382
C2 1.58 3.48 0.68  -1.190
C3 0.49 3.08 -1.44  0.715
C4 0.96 4.03 -2.32  -0.632
C5 0.11 4.53 -3.31  -0.887
C6 -1.19 4.07 -3.42  -0.883
C7 -1.68 3.13 -2.52  -0.568
C8 -0.85 2.66 -1.51  0.069
N2 -1.23 1.71 -0.54  0.157
C9 -2.53 1.38 -0.14  -0.577
C10 -3.64 2.22 -0.24  -0.569
C11 -4.85 1.81 0.30  -0.915
C12 -4.95 0.58 0.93  -0.933
C13 -3.85 -0.26 1.04  -0.619
C14 -2.64 0.15 0.52  1.061
N3 -1.42 -0.68 0.55  1.153
C15 -1.44 -1.56 -0.65  -0.744
C16 -1.32 -1.53 1.76  -0.744
H1 3.23 2.93 -1.30  0.477
H2 2.50 1.39 -1.80  0.328
H3 3.22 1.56 -0.18  0.319
H4 2.12 4.33 0.27  0.441
H5 2.17 3.02 1.47  0.386
H6 0.63 3.80 1.09  0.420
H7 1.98 4.38 -2.27  0.433
H8 0.49 5.27 -4.00  0.431
H9 -1.83 4.43 -4.21  0.446
H10 -2.68 2.74 -2.63  0.710
H11 -3.54 3.20 -0.68  0.719
H12 -5.70 2.47 0.25  0.458
H13 -5.90 0.27 1.34  0.475
H14 -3.95 -1.21 1.54  0.458
H15 -2.33 -2.20 -0.63  0.403
H16 -0.55 -2.20 -0.64  0.008
H17 -1.47 -0.95 -1.56  0.323
H18 -2.13 -2.27 1.77  0.491
H19 -1.38 -0.90 2.65  0.079
H20 -0.38 -2.07 1.71  -0.088
C17 0.63 2.67 5.21  -1.545
C18 -0.68 2.18 4.56  1.724
C19 -1.27 1.01 5.37  -1.657
C20 -1.69 3.33 4.48  -1.636
C21 -0.40 1.74 3.19  -0.350
C22 -0.16 1.37 2.05  0.197
H21 0.42 3.01 6.22  0.427
H22 1.05 3.50 4.64  0.344
H23 1.37 1.87 5.26  0.340
H24 -1.48 1.34 6.38  0.456
H25 -0.56 0.18 5.43  0.325
H26 -2.20 0.66 4.92  0.334
H27 -1.92 3.67 5.49  0.438
H28 -2.62 3.01 4.01  0.367
H29 -1.29 4.17 3.92  0.362
C23 1.21 -5.07 2.20  -1.504
C24 0.98 -4.86 0.73  0.699
O1 0.72 -3.74 0.31  -0.390
C25 1.07 -6.02 -0.18  0.546
C26 1.41 -7.29 0.28  -0.205
C27 1.51 -8.35 -0.60  -0.885
C28 1.27 -8.15 -1.96  -0.422
C29 0.93 -6.89 -2.43  -0.700
C30 0.82 -5.83 -1.54  -0.209
H30 1.11 -4.12 2.73  0.186
H31 2.21 -5.46 2.37  0.359
H32 0.50 -5.79 2.61  0.508
H33 1.61 -7.45 1.33  0.353
H34 1.78 -9.33 -0.24  0.414
H35 1.35 -8.98 -2.65  0.413
H36 0.73 -6.74 -3.48  0.405
H37 0.56 -4.84 -1.90  0.320
N4 5.88 -3.18 2.02  -0.345
C31 4.85 -3.53 1.24  -0.144
S1 4.59 -5.01 0.60  -0.218
C32 3.81 -2.47 1.03  0.553
C33 3.26 -1.78 2.10  -0.784
C34 2.22 -0.91 1.88  -0.372
N5 1.74 -0.67 0.64  0.813
C35 2.29 -1.32 -0.39  -0.306
C36 3.30 -2.24 -0.24  -0.843
H38 6.60 -3.86 2.20  0.254
H39 6.05 -2.22 2.27  0.212
H40 3.61 -1.95 3.11  0.464
H41 1.74 -0.37 2.69  0.379
H42 1.87 -1.13 -1.37  0.451
H43 3.67 -2.79 -1.10  0.509